[1]
50
Properties=species:S:1:pos:R:3:lowdin_charge:R:1 method="wB97M-V/def2-TZVPD" relative_energy_kcal_mol=1.7 gap_ev=9.0 multiplicity=1 homo_energy_ev=-8.63 smiles="CCOC(=O)[C@H](CSCC(=O)c1ccc(Cl)cc1)NC(=O)OC(C)(C)C"
C 2.2355 3.8049 -2.3676 -0.06
C 0.9209 3.1093 -2.0474 -0.20
O 0.7685 2.8915 -0.6414 0.01
C 1.3596 1.8171 -0.1355 -0.46
O 2.0755 1.0766 -0.7525 0.10
C 1.0440 1.6956 1.3619 -0.24
C 1.3304 0.2889 1.9015 -0.40
S 3.0890 -0.0791 2.1902 0.92
C 3.5562 -1.1278 0.7610 -0.37
C 2.7196 -2.3857 0.7746 -0.43
O 3.0120 -3.3405 1.4566 0.09
C 1.4707 -2.3540 -0.0347 -0.18
C 1.3865 -1.7353 -1.2808 -0.02
C 0.1897 -1.7133 -1.9691 -0.09
C -0.9325 -2.3037 -1.4108 -0.68
Cl -2.4299 -2.2504 -2.2611 0.70
C -0.8645 -2.9485 -0.1848 -0.10
C 0.3393 -2.9825 0.4891 -0.01
N -0.3547 2.0093 1.5536 0.13
C -1.2783 1.3879 0.7744 -0.54
O -0.9690 0.6142 -0.1035 0.11
O -2.5082 1.7611 1.1293 0.05
C -3.6685 1.1912 0.4644 -0.56
C -3.7205 -0.3138 0.7198 -0.02
C -3.6309 1.4955 -1.0317 -0.02
C -4.8541 1.8929 1.1264 -0.02
H 3.0717 3.1702 -2.0853 0.07
H 2.2896 4.0052 -3.4337 0.08
H 2.3062 4.7448 -1.8256 0.08
H 0.0671 3.7288 -2.3285 0.13
H 0.8635 2.1424 -2.5566 0.12
H 1.6494 2.4371 1.8924 0.16
H 0.9230 -0.4521 1.2184 0.06
H 0.8467 0.1888 2.8742 0.09
H 3.4348 -0.5254 -0.1329 0.05
H 4.6022 -1.3661 0.9507 0.08
H 2.2541 -1.2786 -1.7281 0.11
H 0.1223 -1.2308 -2.9312 0.11
H -1.7430 -3.4161 0.2324 0.11
H 0.4174 -3.4784 1.4455 0.13
H -0.6595 2.6299 2.2832 0.16
H -2.8484 -0.7943 0.2859 0.05
H -4.6146 -0.7324 0.2670 0.09
H -3.7374 -0.5129 1.7894 0.09
H -2.7915 0.9874 -1.4978 0.07
H -3.5292 2.5668 -1.1930 0.09
H -4.5517 1.1536 -1.4957 0.09
H -4.8466 1.7077 2.1972 0.09
H -4.7936 2.9652 0.9609 0.09
H -5.7843 1.5207 0.7083 0.09

=====

[2]
48
Properties=species:S:1:pos:R:3:lowdin_charge:R:1 method="wB97M-V/def2-TZVPD" relative_energy_kcal_mol=132.8 gap_ev=6.2 multiplicity=1 homo_energy_ev=-6.67
C -4.7489 0.4790 2.4687 -0.07
C -3.6584 -0.5377 2.6878 -0.19
O -2.4072 0.2157 2.8216 -0.05
C -1.3737 -0.4520 3.3900 -0.43
C -0.1124 0.3928 3.3448 -0.16
F -0.1266 0.9847 2.0836 0.04
C 1.1381 -0.4587 3.3745 -0.43
O 1.1946 -1.6113 3.7313 0.13
O 2.1724 0.2145 2.8063 -0.03
C 3.3910 -0.5775 2.6310 -0.20
C 4.5084 0.3981 2.3647 -0.07
O -1.4341 -1.6076 3.7472 0.12
H -5.7289 -0.0048 2.3846 0.08
H -4.7787 1.1852 3.3059 0.05
H -4.5624 1.0435 1.5484 0.08
H -3.8296 -1.1300 3.5949 0.12
H -3.5774 -1.2260 1.8329 0.13
H 3.5745 -1.1694 3.5348 0.12
H 3.2616 -1.2713 1.7867 0.13
H 5.4612 -0.1245 2.2230 0.08
H 4.3020 0.9823 1.4618 0.08
H 4.6170 1.0914 3.2051 0.04
C 4.5314 3.3601 5.1606 -0.04
N 3.2969 3.0360 5.8682 -0.22
C 3.1869 3.4907 7.2490 -0.04
C 2.2977 2.4405 5.2214 -0.06
C 1.0498 2.1338 5.7880 -0.07
C -0.0732 1.7772 5.0612 -0.05
C -1.3809 1.8882 5.6647 -0.19
C -2.5308 2.1864 4.8888 -0.02
C -3.7616 2.4388 5.4795 -0.08
C -3.8968 2.3779 6.8749 -0.08
C -2.7863 2.0588 7.6631 -0.08
C -1.5550 1.7916 7.0707 -0.03
H 5.1833 3.9124 5.8472 0.08
H 5.0355 2.4368 4.8321 0.08
H 4.3208 3.9694 4.2652 0.10
H 4.1564 3.9249 7.5158 0.08
H 2.4008 4.2492 7.3737 0.10
H 2.9693 2.6536 7.9219 0.09
H 2.4603 2.2511 4.1535 0.13
H 0.9807 2.2279 6.8799 0.09
H -0.0105 1.7869 3.9382 0.09
H -2.4039 2.2877 3.8076 0.12
H -4.6094 2.6914 4.8486 0.10
H -4.8568 2.6081 7.3337 0.10
H -2.8832 2.0140 8.7513 0.10
H -0.7066 1.5188 7.6981 0.11

=====

[3]
43
Properties=species:S:1:pos:R:3:lowdin_charge:R:1 method="wB97M-V/def2-TZVPD" relative_energy_kcal_mol=6.8 gap_ev=8.9 charge=+1 multiplicity=1 homo_energy_ev=-11.79 smiles="C=CC[C@H]1CC(Cc2ccccc2)=C[C@H](CC=C)[NH2+]1"
C -2.3313 -1.0320 -3.4071 0.04
C -1.4772 -0.0584 -3.1610 -0.18
C -1.8025 1.1416 -2.3131 -0.15
C -1.0884 1.0691 -0.9611 -0.26
C 0.4264 1.1459 -1.0647 -0.07
C 1.0659 1.2694 0.2906 -0.21
C 2.4924 0.8133 0.3838 -0.09
C 2.5121 -0.6980 0.4443 -0.23
C 2.6832 -1.4587 -0.7038 -0.05
C 2.6575 -2.8417 -0.6392 -0.07
C 2.4575 -3.4765 0.5741 -0.08
C 2.2950 -2.7240 1.7253 -0.07
C 2.3204 -1.3427 1.6589 -0.06
C 0.3861 1.7110 1.3407 -0.01
C -1.0439 2.1588 1.3129 -0.24
C -1.9686 1.2882 2.1862 -0.14
C -2.0700 -0.1483 1.7495 -0.19
C -1.2011 -1.0811 2.0935 0.04
N -1.5444 2.2110 -0.1020 0.14
H -2.0666 -1.8728 -4.0225 0.07
H -3.3354 -1.0275 -3.0156 0.07
H -0.4815 -0.0818 -3.5780 0.11
H -1.5005 2.0485 -2.8445 0.13
H -2.8835 1.1742 -2.1550 0.12
H -1.3641 0.1475 -0.4410 0.14
H 0.7926 0.2362 -1.5415 0.12
H 0.7298 1.9904 -1.6929 0.15
H 3.0469 1.1550 -0.4912 0.13
H 2.9591 1.2231 1.2790 0.13
H 2.8658 -0.9734 -1.6528 0.11
H 2.8014 -3.4226 -1.5374 0.11
H 2.4405 -4.5541 0.6247 0.11
H 2.1547 -3.2143 2.6767 0.11
H 2.2107 -0.7570 2.5603 0.11
H 0.8538 1.7887 2.3089 0.13
H -1.0995 3.1818 1.7073 0.16
H -2.9626 1.7406 2.2103 0.12
H -1.5664 1.3253 3.1996 0.13
H -2.9326 -0.4036 1.1470 0.11
H -1.3027 -2.1010 1.7677 0.07
H -0.3510 -0.8644 2.7165 0.06
H -1.2076 3.0741 -0.5426 0.20
H -2.5702 2.2398 -0.0910 0.19

=====

[4]
45
Properties=species:S:1:pos:R:3:lowdin_charge:R:1 method="wB97M-V/def2-TZVPD" relative_energy_kcal_mol=2.9 gap_ev=8.5 multiplicity=1 homo_energy_ev=-7.63 smiles="O=C(CCCc1c[nH]c2ccccc12)N1CCCCCC1"
O -1.6136 -1.5337 -1.2519 0.04
C -1.1990 -1.2723 -0.1344 -0.46
C -1.0054 -2.3825 0.8892 -0.09
C 0.4537 -2.7128 1.2283 -0.19
C 1.2760 -3.1987 0.0294 -0.14
C 1.4233 -2.1572 -1.0302 -0.20
C 0.9811 -2.2532 -2.3162 -0.05
N 1.2459 -1.0998 -2.9989 0.10
C 1.8567 -0.2192 -2.1582 -0.22
C 2.2965 1.0791 -2.3808 -0.03
C 2.8931 1.7430 -1.3303 -0.11
C 3.0621 1.1241 -0.0889 -0.11
C 2.6316 -0.1644 0.1362 -0.03
C 2.0047 -0.8576 -0.8998 -0.13
N -0.9095 0.0001 0.2314 -0.04
C -0.6774 0.4538 1.5827 -0.15
C -1.9784 0.9432 2.2391 -0.17
C -2.2733 2.4318 2.0326 -0.20
C -1.9005 2.9821 0.6518 -0.21
C -2.1764 2.0281 -0.5108 -0.16
C -1.0330 1.0430 -0.7656 -0.15
H -1.5461 -2.1371 1.8059 0.11
H -1.4694 -3.2695 0.4524 0.12
H 0.4488 -3.5005 1.9875 0.11
H 0.9529 -1.8444 1.6563 0.08
H 0.7991 -4.0781 -0.4080 0.12
H 2.2648 -3.4956 0.3946 0.12
H 0.4742 -3.0686 -2.7941 0.13
H 0.9623 -0.9079 -3.9440 0.16
H 2.1715 1.5511 -3.3447 0.11
H 3.2424 2.7561 -1.4669 0.10
H 3.5461 1.6731 0.7065 0.10
H 2.7897 -0.6301 1.0981 0.11
H 0.0637 1.2567 1.5519 0.13
H -0.2617 -0.3551 2.1779 0.10
H -1.9362 0.7493 3.3130 0.11
H -2.7976 0.3445 1.8358 0.11
H -1.7346 3.0125 2.7851 0.11
H -3.3399 2.5901 2.2070 0.11
H -0.8414 3.2494 0.6336 0.10
H -2.4619 3.9067 0.4997 0.11
H -2.2995 2.6156 -1.4230 0.11
H -3.1046 1.4804 -0.3451 0.12
H -0.0832 1.5880 -0.8156 0.12
H -1.1975 0.5364 -1.7184 0.12